[1]
62
Properties=species:S:1:pos:R:3:forces:R:3 method="wB97M-V/def2-TZVPD" homo_energy_ha="-0.50135 / -0.50157" total_charge=+2 relative_energy_ev=0.9000 lumo_ev="-6.4 / -6.4" largest_force_ha_per_bohr=0.059 multiplicity=5
Pm 0.172475 -0.348537 -0.081105 1.74 -2.33 -0.77
N -2.424219 0.937190 -2.028943 0.09 0.20 0.16
N -2.472835 0.216347 -3.220160 -0.16 0.06 -0.09
C -1.603538 -0.779305 -3.437138 0.25 -0.28 0.06
N -1.656021 -1.452722 -4.574552 -0.08 -0.08 -0.17
N -0.709213 -0.999926 -2.444221 -0.48 0.97 0.31
N 0.143805 -1.994611 -2.508442 0.21 -0.97 -1.14
O 0.852494 -2.138782 -1.498781 0.17 -0.27 -0.06
O 0.254051 -2.731316 -3.464914 0.25 -0.38 -0.21
H -3.354328 1.162963 -1.696415 -0.01 -0.08 -0.13
H -1.891491 1.797168 -2.131564 -0.15 -0.09 -0.09
H -3.135136 0.474919 -3.943203 0.22 -0.03 0.05
H -2.344695 -1.240210 -5.278679 -0.02 0.00 0.05
H -1.016249 -2.230067 -4.708707 -0.13 0.24 0.04
F -3.125440 2.643319 3.785482 0.07 0.04 -0.29
C -2.350395 1.613947 3.538171 0.24 -0.12 0.35
F -1.292120 1.629382 4.327467 0.00 0.04 -0.03
F -3.022843 0.482013 3.719286 0.02 0.08 -0.21
S -1.751274 1.583768 1.774934 -1.24 0.75 0.21
O -1.018927 0.330444 1.662652 -0.78 0.01 1.55
O -2.877123 1.649721 0.897315 -0.22 0.56 0.30
N -0.728866 2.784669 1.670713 0.19 0.26 0.00
S 0.344454 2.419611 0.597142 0.51 2.25 0.63
O 1.398207 1.534115 1.023463 0.53 0.07 0.25
O -0.270535 1.920486 -0.619115 -0.46 0.38 -0.93
C 1.182235 4.007939 0.105053 0.10 0.26 -0.23
F 0.328599 4.825591 -0.476987 -0.14 -0.15 0.14
F 1.783350 4.604214 1.108277 -0.17 -0.23 0.16
F 2.097537 3.625306 -0.794306 -0.09 -0.03 0.11
N 2.742005 -1.346191 0.555265 -0.30 -0.16 -0.01
N 3.440383 -0.600955 1.539202 0.27 0.05 0.02
C 2.828887 -0.389474 2.727430 -0.21 -0.30 0.02
N 3.528677 0.186682 3.710111 0.09 0.12 -0.19
S 1.251366 -0.906076 2.945592 0.15 0.12 0.25
H 2.479049 -2.264757 0.935768 0.28 0.26 0.00
H 3.363001 -1.505812 -0.233624 -0.05 0.15 0.08
H 4.450789 -0.577702 1.480495 -0.15 -0.12 0.00
H 4.450085 0.571574 3.582998 0.03 -0.02 -0.05
H 3.037655 0.416452 4.558076 0.01 -0.06 -0.01
C 4.879949 0.229098 -3.125086 0.27 -0.20 -0.16
N 3.838329 1.215010 -2.860593 0.52 0.04 -0.12
C 4.007500 2.538364 -3.439866 -0.02 0.39 -0.20
C 2.752879 0.830718 -2.284069 -0.77 -0.33 0.40
N 1.810552 0.415944 -1.743676 0.61 0.46 -0.54
H 4.882405 -0.049950 -4.181047 0.02 0.01 0.05
H 4.712772 -0.663547 -2.524624 0.00 0.05 -0.04
H 5.847778 0.660381 -2.868101 -0.03 -0.04 0.00
H 4.961871 2.956897 -3.116633 -0.07 -0.05 0.03
H 3.205607 3.195014 -3.114162 0.00 -0.02 0.00
H 4.003907 2.476789 -4.530122 -0.02 0.00 0.05
Se -3.815410 -1.068401 0.314430 -0.32 0.02 -0.45
N -3.921558 -2.182273 1.620509 -0.32 -0.64 0.76
C -2.729261 -2.737916 1.814863 0.04 0.50 -0.44
C -2.361498 -3.647633 2.824036 0.36 -0.26 0.16
C -1.044819 -4.022006 2.866407 -0.58 -0.10 0.22
C -0.121431 -3.508447 1.935009 0.10 0.27 -0.64
N -0.420122 -2.661507 0.966103 0.04 -0.38 0.42
C -1.715041 -2.291043 0.902395 -1.14 -0.23 -0.11
N -2.131799 -1.411884 -0.016392 0.64 -0.51 0.23
H -3.099878 -4.015807 3.520012 -0.01 -0.02 0.10
H -0.694802 -4.698558 3.629862 0.05 -0.09 0.00
H 0.915408 -3.811443 1.991577 0.01 -0.01 0.11


[2]
36
Properties=species:S:1:pos:R:3:forces:R:3 method="wB97M-V/def2-TZVPD" homo_energy_ha=-0.35004 total_charge=+1 relative_energy_ev=0.3002 lumo_ev=-5.4 largest_force_ha_per_bohr=0.052
C -1.288185 -2.736028 -2.947313 -0.80 -0.35 -0.10
N -0.056738 -1.978204 -2.732858 -0.15 2.64 0.24
C 1.225595 -2.658102 -2.892058 0.77 -0.50 0.17
C -0.110583 -0.704102 -2.467730 0.37 -1.63 -1.13
H -1.027656 -3.794941 -2.995763 -0.25 0.24 0.04
H -1.975279 -2.547401 -2.112861 0.26 -0.16 -0.19
H -1.797283 -2.435025 -3.876671 0.42 -0.08 0.24
H 1.029563 -3.734164 -2.927826 0.28 0.33 0.09
H 1.741816 -2.348499 -3.814055 -0.44 -0.04 0.24
H 1.869632 -2.407713 -2.041864 -0.14 -0.18 -0.15
H 0.828164 -0.146196 -2.335866 -0.53 -0.32 0.10
H -1.072793 -0.194818 -2.564347 0.39 -0.36 0.44
C -0.939066 2.283504 -1.447122 -0.26 0.82 -0.19
S -1.319628 2.708460 0.294483 -0.38 -1.04 0.35
C -3.140801 2.985240 0.252276 0.30 0.22 -0.05
C -1.205962 1.247659 1.164422 -1.75 -0.17 -0.34
C -0.078145 0.809607 1.877503 1.82 -0.20 0.40
C -0.107307 -0.405184 2.651638 -0.13 0.71 -0.48
C 1.021477 -0.904595 3.258174 0.91 0.33 -0.24
C 2.267671 -0.253069 3.096567 -1.54 0.78 -0.48
N 3.436215 -0.809802 3.680419 2.08 -1.01 1.21
O 4.527418 -0.207386 3.550778 -1.96 -1.00 0.12
O 3.321345 -1.889303 4.307761 0.23 1.83 -1.12
C 2.320649 0.972627 2.402772 0.40 -0.33 0.23
C 1.191268 1.493977 1.804595 -0.68 -0.40 0.07
H 0.131935 2.047078 -1.495017 -0.30 0.21 0.20
H -1.525321 1.432000 -1.781204 -0.24 0.20 0.25
H -1.158031 3.167704 -2.061843 0.17 -0.27 -0.03
H -3.400925 3.388534 1.244988 0.20 -0.20 -0.45
H -3.378223 3.732227 -0.521639 0.17 -0.30 0.29
H -3.699193 2.052419 0.076585 0.46 0.26 0.02
H -2.132774 0.638495 1.150946 0.70 0.48 0.01
H -1.053558 -0.934281 2.746606 0.15 0.10 0.06
H 1.013271 -1.803552 3.859148 -0.16 -0.02 -0.09
H 3.281606 1.492253 2.344713 -0.39 -0.21 -0.02
H 1.259815 2.440585 1.251667 0.03 -0.40 0.27


[3]
41
Properties=species:S:1:pos:R:3:forces:R:3 method="wB97M-V/def2-TZVPD" homo_energy_ha=-0.16248 total_charge=-1 relative_energy_ev=0.0000 lumo_ev=2.4 largest_force_ha_per_bohr=0.025
C 2.511952 -0.121182 -1.386655 0.12 -0.24 -0.32
C 1.671959 -0.403826 -2.194140 -0.23 0.74 0.01
C 0.541373 -0.601322 -3.096922 -0.35 -0.50 -0.21
C -0.659177 -1.233763 -2.335820 -0.25 0.19 0.26
O -1.791325 -0.358803 -2.343100 -0.04 0.05 -0.06
O -2.308611 -0.248101 -1.014942 -0.05 -0.15 0.09
O 0.084129 0.636607 -3.701997 0.45 0.14 0.22
C 0.702133 1.768731 -3.351297 -0.12 0.25 -0.02
O 0.418804 2.434595 -2.393890 -0.08 0.08 0.20
C 1.028476 -1.533486 -4.276012 0.48 -0.39 -1.15
O 0.819674 -2.754376 -4.135951 -0.11 0.32 0.36
O 1.588760 -0.934671 -5.216804 -0.16 0.00 0.53
H 3.308983 -0.030437 -0.697765 0.11 0.15 0.10
H -0.912093 -2.187198 -2.789876 0.04 -0.02 -0.20
H -0.398613 -1.403774 -1.300545 0.19 -0.13 0.10
H -1.655646 0.313650 -0.567881 0.04 0.15 0.04
H 1.470849 2.107520 -4.055872 0.04 -0.18 -0.23
C -0.799450 3.597355 0.514321 0.05 -0.09 0.01
C -1.388535 2.554407 1.433211 0.11 0.09 -0.26
O -1.140058 1.369245 1.298085 -0.07 -0.18 0.11
N -2.218906 2.976960 2.428083 0.08 0.08 -0.01
C -2.625899 4.332022 2.736098 -0.08 -0.32 0.14
H -0.173002 3.099599 -0.221503 -0.07 -0.04 0.00
H -1.589452 4.135494 -0.011078 0.03 0.07 0.01
H -0.191974 4.307240 1.078986 -0.06 0.07 -0.01
H -2.577458 2.227920 2.998126 -0.03 -0.01 -0.01
H -2.325089 4.593328 3.753253 0.00 0.12 -0.03
H -3.711659 4.423313 2.663242 0.01 0.12 -0.02
H -2.170966 5.034826 2.047180 0.02 -0.01 -0.03
C 2.305847 -2.103182 2.016655 0.01 -0.01 0.00
C 1.370690 -2.732504 1.006580 -0.14 -0.01 -0.15
O 1.359230 -2.405556 -0.161158 0.10 -0.32 0.43
N 0.517703 -3.697679 1.465206 0.09 -0.01 0.16
C 0.380707 -4.211406 2.810921 -0.18 -0.06 -0.34
H 2.911308 -1.360914 1.507886 -0.04 0.00 -0.08
H 1.740207 -1.610572 2.808794 0.04 -0.04 0.05
H 2.964230 -2.855140 2.455157 -0.03 0.02 0.08
H -0.078901 -4.074458 0.745481 -0.01 0.03 -0.02
H 0.577996 -5.286164 2.826000 0.03 0.00 0.12
H -0.634925 -4.042803 3.176451 0.04 0.00 0.12
H 1.076730 -3.721496 3.483492 0.02 0.02 0.00


[4]
34
Properties=species:S:1:pos:R:3:forces:R:3 method="wB97M-V/def2-TZVPD" homo_energy_ha=-0.56710 total_charge=+2 relative_energy_ev=0.0000 lumo_ev=-7.1 largest_force_ha_per_bohr=0.079
C 1.813687 -0.080820 1.576622 -1.68 0.07 3.32
C 2.060764 0.155566 2.916191 0.11 -0.68 -1.16
C -0.051502 -0.355279 2.675561 1.19 -0.20 -2.08
C -0.524453 -0.736932 0.442442 -0.57 -0.07 3.30
C -1.400449 -0.771513 2.674418 -1.71 -0.17 -1.74
C -1.611651 -0.956225 1.167604 -2.88 -0.98 0.06
C -0.878892 0.546718 -4.649085 1.49 0.50 0.87
C -2.150823 -0.186299 -5.057316 0.47 -0.24 -1.73
C -0.614685 -0.054050 -3.263792 1.52 0.75 -0.49
C -2.457819 -1.195073 -3.955796 -2.31 -1.87 -2.19
C 2.860375 2.377351 3.636839 -0.01 -1.32 -0.76
C 3.273378 0.843307 3.482782 -1.18 -0.26 0.39
N 0.477857 -0.411992 1.392444 1.26 1.24 3.09
N 0.875887 -0.143475 3.574740 0.21 0.56 0.26
N -1.407102 -1.047677 -3.027193 2.83 -0.29 1.74
H 2.534875 0.078892 0.913647 2.36 0.40 -3.26
H -1.374364 -1.708062 3.180923 -0.76 -1.13 0.44
H -2.196419 -0.139424 3.059163 0.24 0.19 0.43
H -2.644125 -1.262287 0.825768 1.55 0.43 0.14
H -1.221940 -1.712819 -2.246584 -0.57 0.79 -0.75
H -0.117179 0.205205 -5.382917 0.27 -0.04 0.96
H -0.676697 1.669405 -4.685468 -1.14 -1.30 0.22
H -2.988709 0.438038 -5.068923 -1.14 1.22 -0.56
H -1.963662 -0.592041 -6.111692 -0.71 0.18 1.74
H 0.219812 0.314576 -2.542489 -1.62 -1.04 -1.29
H -0.365621 -0.917742 -0.549796 0.76 -0.01 -2.09
H -3.352979 -0.944152 -3.405469 -0.46 0.26 0.02
H -2.729345 -2.217067 -4.402564 1.25 1.04 1.06
H 3.724113 2.965878 3.866329 0.43 0.46 -0.03
H 2.162725 2.476235 4.456331 -0.13 -0.06 0.35
H 2.316476 2.766854 2.734160 0.85 -0.46 0.64
H 3.627862 0.324128 4.395271 -0.53 0.71 0.01
H 4.062453 0.557099 2.803083 0.39 0.82 -0.53
H 0.718152 -0.286324 4.574765 0.22 0.51 -0.39


[5]
45
Properties=species:S:1:pos:R:3:forces:R:3 method="wB97M-V/def2-TZVPD" homo_energy_ha=-0.04786 total_charge=-2 relative_energy_ev=0.0000 lumo_ev=4.3 largest_force_ha_per_bohr=0.012
Ni 0.418378 1.228958 -0.228539 -0.27 -0.12 0.24
C -2.542779 3.482545 3.097341 0.02 0.00 0.00
C -2.269241 2.037525 2.917160 -0.02 -0.02 -0.01
N -2.758249 1.046847 3.595482 0.01 0.02 -0.01
N -2.185405 -0.065435 3.019697 -0.05 -0.03 -0.03
C -1.370550 0.218264 1.983027 -0.09 -0.21 0.23
S -0.501681 -0.756964 0.953695 0.26 0.48 -0.28
N -1.417919 1.573409 1.949690 -0.03 0.04 -0.10
N -0.737253 2.287324 0.976066 -0.12 -0.08 0.01
H -3.324308 3.611511 3.841255 0.00 0.00 0.00
H -2.846487 3.929871 2.149471 -0.01 0.00 0.00
H -1.639915 4.007010 3.414276 0.00 0.00 0.00
H -2.449916 -0.987466 3.312935 0.02 0.00 0.02
H -1.386083 2.759419 0.303468 -0.12 -0.07 0.02
H -0.193513 3.080870 1.367868 0.03 0.02 -0.03
C 3.077853 -1.163129 -2.173354 -0.01 0.03 -0.05
C 2.302673 0.157061 -2.233824 -0.16 0.06 -0.05
C 1.541993 0.248984 -3.561989 0.00 0.10 0.02
C 3.282772 1.325995 -2.112204 0.07 -0.04 0.05
O 1.379758 0.093449 -1.182300 0.32 -0.31 0.05
H 3.826581 -1.215573 -2.971017 -0.01 0.00 -0.01
H 2.395450 -2.008871 -2.265808 -0.01 -0.01 0.02
H 3.584173 -1.241039 -1.209033 0.00 0.00 0.00
H 2.222681 0.279405 -4.419036 0.01 -0.02 0.00
H 0.934611 1.157060 -3.566435 0.01 0.00 0.00
H 0.883624 -0.615597 -3.660804 -0.01 0.00 0.01
H 3.993267 1.307863 -2.945417 0.01 -0.01 0.02
H 3.844190 1.240360 -1.177364 -0.01 0.00 0.00
H 2.757119 2.276145 -2.106858 -0.01 0.02 -0.04
O 0.316981 4.687499 0.766903 0.13 0.20 0.07
Se 0.111434 4.300300 -0.820647 -0.07 -0.03 -0.20
O 0.698551 5.383033 -1.855671 0.04 0.03 0.05
O 0.947005 2.843504 -1.036005 0.00 0.09 -0.17
O -1.485467 3.954237 -1.043428 0.10 0.00 0.14
Se 0.179031 -4.047785 -1.187045 -0.03 -0.15 0.00
C -0.165651 -5.891536 -1.196373 0.00 0.03 0.00
C 0.589647 -6.819054 -0.451410 0.00 -0.01 0.01
C 0.299779 -8.168067 -0.498084 0.00 0.00 0.00
N -0.684358 -8.718771 -1.219669 0.00 -0.01 0.00
C -1.408684 -7.842841 -1.927187 0.00 0.00 0.00
C -1.201868 -6.477966 -1.950100 -0.01 -0.01 0.00
H 1.406936 -6.462348 0.163056 0.00 0.00 -0.01
H 0.900894 -8.862979 0.085716 0.00 0.00 0.00
H -2.215298 -8.269785 -2.520587 0.00 0.00 0.00
H -1.840234 -5.844248 -2.553090 0.00 0.00 -0.01


[6]
33
Properties=species:S:1:pos:R:3:forces:R:3 method="wB97M-V/def2-TZVPD" homo_energy_ha=-0.29109 total_charge=0 relative_energy_ev=0.0000 smiles=CCCCCCOc1cccc(N)c1 lumo_ev=1.0 largest_force_ha_per_bohr=0.012
C -1.244596 1.635715 2.587419 0.05 -0.22 -0.14
C -0.408135 0.523430 1.965360 0.13 0.09 0.11
C 1.093526 0.814695 1.970942 -0.06 0.01 -0.05
C 1.515608 2.054875 1.180234 -0.08 -0.15 -0.06
C 1.221373 1.987536 -0.318971 0.23 -0.26 0.14
C 2.036667 0.921133 -1.058307 -0.04 0.59 -0.18
O 1.636643 -0.404934 -0.788899 -0.27 -0.40 0.01
C 0.444126 -0.861823 -1.269506 -0.07 -0.21 -0.04
C 0.047969 -2.100689 -0.774182 0.06 0.06 -0.01
C -1.137695 -2.694049 -1.188631 0.11 0.37 -0.04
C -1.935693 -2.029107 -2.122413 -0.08 -0.07 -0.04
C -1.536963 -0.805484 -2.615302 0.00 -0.13 0.04
C -0.356031 -0.209438 -2.202187 0.30 0.33 -0.01
H -0.075902 0.745580 -2.616320 0.05 0.09 0.01
H -2.155077 -0.296725 -3.340923 -0.04 0.03 -0.05
H -2.861036 -2.478734 -2.451137 -0.11 -0.03 -0.03
N -1.555291 -3.886213 -0.629748 -0.10 -0.27 0.14
H -2.231460 -4.411356 -1.160139 0.10 -0.03 0.05
H -0.838966 -4.445982 -0.196336 -0.09 -0.04 -0.08
H 0.683131 -2.592778 -0.053519 0.10 -0.05 0.12
H 3.079718 0.960301 -0.729727 -0.09 0.03 -0.09
H 2.013278 1.113278 -2.139432 0.05 -0.08 0.10
H 0.158467 1.803651 -0.477417 -0.06 0.09 -0.11
H 1.464047 2.954746 -0.766101 -0.06 0.00 -0.08
H 2.590654 2.199892 1.318058 0.02 0.10 0.03
H 1.015382 2.934062 1.591221 0.07 0.06 0.04
H 1.418636 0.948118 3.006559 0.03 -0.05 0.04
H 1.615475 -0.054133 1.568502 0.06 -0.02 0.11
H -0.750058 0.335227 0.946395 -0.03 -0.10 -0.03
H -0.572563 -0.398081 2.529248 -0.03 -0.05 -0.08
H -0.886673 1.867916 3.588679 0.01 0.08 0.12
H -2.285414 1.327513 2.658430 -0.11 0.06 0.03
H -1.203147 2.541857 1.988153 -0.03 0.15 -0.02